Record 1
18
Properties=species:S:1:pos:R:3:forces:R:3:lowdin_charge:R:1 method="wB97M-V/def2-TZVPD" de_lowest_ev=2.331 e_lumo_ev=0.44 charge=0 total_energy_ev=-10920.674
O 1.772124 -0.596769 -0.926147 -3.5 -0.5 4.0 -0.039
O 1.511165 2.218520 -0.729792 1.6 1.0 -1.4 -0.080
O 0.265082 1.085061 1.641210 2.0 -0.4 -0.8 -0.058
N -1.154669 -1.421987 1.188907 3.3 2.9 1.0 -0.002
C -0.415255 -1.347627 -0.136508 -3.9 -0.5 0.9 -0.395
C 0.985285 -0.888453 0.062966 4.2 -1.1 -3.5 -0.175
C -1.326156 -0.479820 -1.024007 2.2 1.0 -1.3 -0.065
H 1.041878 1.420598 1.115830 -1.0 -0.3 0.5 0.054
H 1.866476 1.405771 -1.108040 -0.5 -1.0 0.3 0.004
H -0.195738 1.875392 1.841146 -0.9 1.2 0.4 0.042
H -0.395123 -2.401534 -0.470635 0.5 0.4 -0.3 0.148
H -2.148325 -1.488956 1.103456 -0.4 0.0 -0.5 0.043
H -1.247821 0.543221 -0.635102 -0.4 -0.2 0.1 0.077
H -2.349602 -0.756992 -1.207257 -0.3 -0.6 0.7 0.069
H 1.479310 -1.175563 1.044993 -0.7 0.8 -0.7 0.149
H -0.898483 -0.402514 1.524483 -1.3 -2.7 -0.1 0.074
H -0.911439 -0.393213 -2.028770 0.2 0.0 -0.2 0.071
H 2.121283 2.804864 -1.256725 -1.1 0.0 1.1 0.080



Record 2
65
Properties=species:S:1:pos:R:3:forces:R:3:lowdin_charge:R:1 method="wB97M-V/def2-TZVPD" de_lowest_ev=0.000 s_squared=6.01 spin_multiplicity=5 e_lumo_ev="2.51 / 2.51" charge=-1 total_energy_ev=-166167.163
As 2.418509 0.935602 -0.193548 -0.1 0.0 0.0 0.880
Cr 0.375946 -0.654693 -0.494148 0.1 0.0 -0.1 0.510
S 0.700900 -3.333674 1.025699 0.0 0.0 0.0 0.480
S -1.650588 -0.693753 1.335701 0.1 0.0 0.0 0.507
Si 4.442225 -0.159728 -0.666749 0.0 0.0 0.0 0.289
Si 2.538467 1.758824 2.009826 0.0 0.0 0.0 0.298
Si 2.264413 2.787077 -1.640978 0.0 0.0 0.0 0.286
O 0.295688 -2.733652 -0.268050 0.0 0.0 0.0 -0.407
O 1.065145 -4.720521 0.891890 0.0 0.0 0.0 -0.309
O -0.215157 -0.295011 1.442671 0.0 0.0 0.0 -0.456
O -2.537667 0.172550 2.057158 0.0 0.0 0.0 -0.288
O 1.649563 -2.497605 1.735006 0.0 0.0 0.0 -0.327
O -1.920146 -0.859227 -0.094534 0.0 0.0 0.0 -0.332
N 0.663696 -0.670116 -2.502192 0.0 0.1 0.0 0.043
C 4.132945 2.717097 2.279377 0.0 0.0 0.0 -0.214
C -2.890357 -2.475198 2.908006 0.0 0.0 0.0 -0.063
C 3.167734 4.280906 -0.946404 0.0 0.0 0.0 -0.221
C 2.479656 0.335339 3.208423 0.0 0.0 0.0 -0.199
C -1.071346 -4.532225 2.673289 0.0 0.0 0.0 -0.058
C -3.117221 -3.668788 3.575344 0.0 0.0 0.0 -0.079
C 2.991816 2.384975 -3.312330 0.0 0.0 0.0 -0.195
C 0.875904 -0.553628 -3.631994 0.0 -0.1 0.0 -0.204
C 1.055986 2.876321 2.238750 0.0 0.0 0.0 -0.205
C 5.829001 1.088179 -0.887575 0.0 0.0 0.0 -0.211
C 4.187773 -1.151049 -2.223938 0.0 0.0 0.0 -0.204
C -2.202011 -4.698194 3.459079 0.0 0.0 0.0 -0.075
C -1.760168 -2.301543 2.119343 0.0 0.0 0.0 -0.208
C 0.438982 3.155090 -1.792884 0.0 0.0 0.0 -0.211
C -0.829061 -3.344450 1.995177 0.0 0.0 0.0 -0.193
C 4.813292 -1.277351 0.781641 0.0 0.0 0.0 -0.207
B 1.203534 -0.402775 -5.168803 0.0 0.0 0.0 -0.432
H 1.041132 3.276601 3.256051 0.0 0.0 0.0 0.033
H 1.055056 3.718178 1.543297 0.0 0.0 0.0 0.013
H -0.354303 -5.332204 2.557892 0.0 0.0 0.0 0.106
H 0.646044 -1.300048 -5.758723 0.0 0.0 0.0 -0.002
H 2.766469 4.600808 0.016713 0.0 0.0 0.0 0.012
H 3.874747 -0.538118 -3.071302 0.0 0.0 0.0 0.013
H 2.417105 0.728356 4.228036 0.0 0.0 0.0 0.036
H 4.997723 2.054805 2.196143 0.0 0.0 0.0 0.015
H 2.887866 3.263663 -3.956126 0.0 0.0 0.0 0.040
H 5.128035 -0.699963 1.654191 0.0 0.0 0.0 0.019
H -0.020541 3.316076 -0.815346 0.0 0.0 0.0 0.023
H 3.416704 -1.908733 -2.071557 0.0 0.0 0.0 0.038
H -4.005240 -3.785714 4.183228 0.0 0.0 0.0 0.101
H 0.803427 0.690390 -5.516626 0.0 0.0 0.0 0.003
H 4.054154 2.143510 -3.251542 0.0 0.0 0.0 0.016
H 5.621938 -1.966859 0.523500 0.0 0.0 0.0 0.034
H 5.118878 -1.658732 -2.492314 0.0 0.0 0.0 0.035
H 4.257808 3.532046 1.566023 0.0 0.0 0.0 0.005
H 3.362136 -0.300821 3.138207 0.0 0.0 0.0 0.020
H 6.771803 0.563946 -1.068130 0.0 0.0 0.0 0.030
H 5.648013 1.750300 -1.735386 0.0 0.0 0.0 0.009
H 5.951466 1.708126 0.002713 0.0 0.0 0.0 0.012
H 4.138897 3.141769 3.287527 0.0 0.0 0.0 0.030
H 4.231521 4.068907 -0.817298 0.0 0.0 0.0 0.020
H 0.141437 2.299017 2.086508 0.0 0.0 0.0 0.025
H 0.272000 4.045989 -2.404222 0.0 0.0 0.0 0.032
H -3.583371 -1.651021 2.996420 0.0 0.0 0.0 0.106
H -2.363577 -5.636596 3.974578 0.0 0.0 0.0 0.102
H 2.485126 1.554176 -3.804074 0.0 0.0 0.0 -0.007
H 2.413631 -0.480238 -5.267365 0.0 0.0 0.0 0.001
H 3.935280 -1.864668 1.061758 0.0 0.0 0.0 0.016
H 1.611228 -0.293120 3.014711 0.0 0.0 0.0 0.009
H 3.071340 5.114347 -1.647933 0.0 0.0 0.0 0.030
H -0.071398 2.315879 -2.270818 0.0 0.0 0.0 0.027



Number 1: M 109.12 g/mol. Number 2: M 622.57 g/mol.